1.
Here is a 16-piece molecular cluster, C2H36O16 overall from the Open Molecules 2025 dataset. Energies are from ωB97M-V/def2-TZVPD.

Structure (XYZ):
```
54
C2H36O16, DFT ωB97M-V/def2-TZVPD
O -1.0728 -0.3359 -3.9267
H -0.4530 0.4066 -3.8510
H -0.5604 -1.1050 -3.6161
O 1.8378 1.8214 3.3714
H 0.9928 1.8133 3.8342
H 2.4710 1.4669 4.0086
O 3.8540 0.1178 -2.8244
H 3.4208 -0.4627 -2.1810
H 4.3326 -0.4803 -3.4062
O -2.7491 0.0267 3.1331
H -3.4091 0.6277 3.4965
H -2.6346 -0.6646 3.7927
O 1.9422 3.7090 -1.7669
H 1.6108 3.3400 -0.9389
H 1.6049 3.1233 -2.4545
O 2.9539 -0.4619 2.0343
H 2.6084 0.3180 2.4956
H 2.3989 -1.1814 2.3623
O 1.0429 -1.9110 3.8467
H 0.5058 -2.2638 3.1240
H 0.4971 -1.2153 4.2244
O -1.4749 -2.8679 2.1750
H -1.3782 -3.7902 2.4362
H -1.3893 -2.8748 1.2139
O 1.2465 1.2979 -3.7770
H 1.5349 1.8121 -4.5384
H 2.0135 0.7493 -3.5517
O -3.2147 -0.8373 -1.8455
H -2.7716 -0.4347 -1.0832
H -2.4852 -1.0681 -2.4384
O 2.6692 -2.3507 -1.7725
H 3.4293 -2.9318 -1.8919
H 2.2219 -2.6908 -0.9887
O -4.9396 -1.2708 0.9036
H -5.0773 -0.7741 0.0891
H -4.0492 -1.0366 1.1772
O 1.1864 3.7672 1.0703
H 1.2344 2.8598 1.3946
H 0.5058 4.1773 1.6117
O -3.1018 2.8353 1.0875
H -2.3825 2.2604 0.7954
H -2.7259 3.7203 1.1015
O -0.0267 -2.7390 -3.0525
H 0.9002 -2.8213 -2.7877
H -0.2298 -3.5459 -3.5361
C 0.2952 0.4078 -0.6314
C -0.4454 0.0814 0.6594
O -1.8478 0.0909 0.5282
H 1.3821 0.4552 -0.5347
H -0.0578 1.3098 -1.1266
H 0.1719 -0.4511 -1.3016
H -0.1331 0.8256 1.4075
H -0.0553 -0.8799 1.0168
H -2.2000 0.0260 1.4317
```

Results
Gap between HOMO and LUMO: 9.26 eV
Spin multiplicity: 1
HOMO level: -9.8 eV

Atomic partial charges in e from the Löwdin method, atoms 1 to 8: -0.086 -0.004 -0.020 -0.043 0.060 0.067 -0.049 0.009

---

2.
Here is a 17-piece molecular cluster, C2H36O16 overall from the Open Molecules 2025 dataset. Energies are from ωB97M-V/def2-TZVPD.

Structure (XYZ):
```
54
C2H36O16, DFT ωB97M-V/def2-TZVPD
C -0.1947 0.2001 -0.1785
C -1.4247 -0.2430 -0.3578
H 0.6240 -0.4117 0.1836
H 0.0791 1.2182 -0.4308
H -1.7287 -1.2678 -0.1846
H -2.2160 0.3545 -0.7913
H -1.8288 -2.4040 -2.2611
H -0.8377 -3.2128 -1.3523
O -0.9544 -2.8538 -2.2542
H 1.4566 -1.9487 -3.7952
H 0.3240 -1.8847 -2.7482
O 1.1279 -1.3912 -3.0813
H 1.7182 1.4472 -3.2036
H 0.7957 0.3606 -3.6813
O 0.9650 1.3164 -3.8026
H -0.9549 -0.9740 3.0248
H -1.5041 0.1681 2.1235
O -1.1261 -0.0084 2.9951
H -3.3478 -0.6175 -2.4350
H -3.9508 -2.0179 -2.7484
O -3.4048 -1.5491 -2.1112
H 2.7944 -3.1354 3.6311
H 2.2195 -1.7238 3.7962
O 2.0569 -2.6677 4.0367
H 1.3740 4.1082 1.6885
H 0.7316 2.8258 2.3429
O 1.0519 3.2245 1.4823
H -1.6291 3.9530 -0.0385
H -0.1860 3.4028 0.1652
O -0.8470 3.6434 -0.5105
H -1.1227 3.0168 -2.2138
H -0.4588 2.1663 -3.3277
O -1.2970 2.6371 -3.0947
H 2.7562 0.5848 -0.9381
H 2.4042 -0.3661 -2.1595
O 2.9438 0.3940 -1.8699
H 0.5139 -2.7735 3.3023
H -0.9885 -3.2089 3.4581
O -0.3894 -2.6986 2.9002
H -0.3743 1.5379 3.6394
H 1.0829 1.7180 3.9920
O 0.2865 2.2422 3.8109
H 2.1765 1.9162 0.9601
H 3.6866 1.5193 0.8488
O 2.7928 1.1550 0.8507
H -4.0500 1.4649 -3.4154
H -2.4863 1.5068 -3.1441
O -3.2966 0.9236 -3.1764
H 0.2940 -4.3885 0.2604
H -0.4231 -3.3554 1.1684
O -0.5131 -3.8727 0.3447
H 2.3548 0.2764 2.3001
H 0.9907 -0.2201 2.8895
O 1.9337 -0.0869 3.1107
```

Results
Gap between HOMO and LUMO: 10.19 eV
Spin multiplicity: 1
HOMO level: -10.2 eV

Atomic partial charges in e from the Löwdin method, atoms 1 to 8: -0.047 -0.055 0.060 0.042 0.049 0.054 0.014 0.011

---

Which structure wins on stability? 2 wins.

---

1.
Here is C4H7ClN2 as an isolated structure from the Open Molecules 2025 dataset. Energies are from ωB97M-V/def2-TZVPD.

Structure (XYZ):
```
14
C4H7ClN2, DFT ωB97M-V/def2-TZVPD
C 1.2104 0.8795 0.0058
C 0.2187 0.9152 1.7666
C -0.1037 -0.7904 -1.4784
C 1.2342 -0.4055 -0.7062
N 2.5213 1.4501 0.1577
N 1.6606 2.0884 -0.4887
Cl 1.5656 -1.7724 0.4132
H 0.1071 -0.1389 1.9613
H -0.6326 1.5024 1.7029
H 0.9754 1.3169 2.3689
H -0.9253 -0.6569 -0.7565
H 0.0565 -1.7573 -1.8521
H -0.1854 -0.2429 -2.3381
H 2.0342 -0.4087 -1.4111
```

Results
Gap between HOMO and LUMO: 10.31 eV
Spin multiplicity: 1
HOMO level: -10.2 eV

Atomic partial charges in e from the Löwdin method, atoms 1 to 8: -0.472 0.072 -0.084 -0.688 0.151 0.131 0.619 -0.002

---

2.
Here is one molecule with the formula C4H7ClN2 from the Open Molecules 2025 dataset. Energies are from ωB97M-V/def2-TZVPD.

Structure (XYZ):
```
14
C4H7ClN2, DFT ωB97M-V/def2-TZVPD
C 0.7418 -1.3938 0.0093
C -0.6125 -0.7287 -0.0838
C -0.3479 0.7416 0.1656
N 0.3938 1.3744 -0.9673
Cl -2.1026 1.6516 0.1326
C 0.1003 0.9968 1.4908
N 0.5707 1.1984 2.5041
H 1.4998 -0.7767 -0.4373
H 0.6891 -2.3770 -0.5151
H 0.8383 -1.7052 1.0760
H -1.0637 -0.8668 -1.0653
H -1.2121 -1.1290 0.6679
H 0.5395 0.7510 -1.7064
H -0.0345 2.2635 -1.2712
```

Results
Gap between HOMO and LUMO: 10.65 eV
Spin multiplicity: 1
HOMO level: -10.4 eV
SMILES string: CC[C@@](N)(Cl)C#N

Atomic partial charges in e from the Löwdin method, atoms 1 to 8: -0.095 -0.267 -0.714 0.052 0.495 -0.274 0.205 0.070

---

Which structure wins on stability? 2 wins.

---

1.
Here is a 2-piece molecular cluster, C4H7ClN2 overall from the Open Molecules 2025 dataset. Energies are from ωB97M-V/def2-TZVPD.

Structure (XYZ):
```
14
C4H7ClN2, DFT ωB97M-V/def2-TZVPD
C -0.6196 -0.0937 0.9446
C -1.2170 -0.1250 -0.4461
C 0.9153 -0.4831 0.6719
C -0.0497 -0.3174 -1.3272
N 1.0271 -0.8108 -0.5448
N 0.8709 -1.4875 -1.6002
Cl 1.5295 2.5760 0.3688
H -0.7941 0.7590 1.4855
H -0.9963 -0.8305 1.5703
H -1.8707 -0.9566 -0.3013
H -1.8046 0.7406 -0.7710
H 1.3505 1.2883 0.4903
H 1.6213 -0.7910 1.4610
H 0.0374 0.5317 -2.0018
```

Results
Gap between HOMO and LUMO (spin up / spin down): 8.95 / 8.95 eV
Spin multiplicity: 1
HOMO level (spin up / spin down): -8.6 / -8.6 eV

Atomic partial charges in e from the Löwdin method, atoms 1 to 8: -0.129 -0.133 -0.139 -0.246 -0.175 0.192 0.283 0.066

---

2.
Here is one molecule with the formula C4H7ClN2 from the Open Molecules 2025 dataset. Energies are from ωB97M-V/def2-TZVPD.

Structure (XYZ):
```
14
C4H7ClN2, DFT ωB97M-V/def2-TZVPD
C -0.5551 -1.2728 1.0902
N -0.6102 -0.0377 0.2254
C -1.8127 0.5596 0.1569
N -2.7756 1.1230 -0.0043
C 0.2395 0.0750 -0.8719
C 1.4298 1.0738 -0.5793
Cl 2.6694 0.1859 0.2550
H 0.3729 -1.2888 1.6496
H -1.4078 -1.2541 1.8896
H -0.8966 -2.2022 0.5666
H 0.6490 -0.8490 -1.0062
H -0.4227 0.5418 -1.6759
H 1.2467 1.9857 -0.1232
H 1.8733 1.3599 -1.5726
```

Results
Gap between HOMO and LUMO: 10.20 eV
Spin multiplicity: 1
HOMO level: -9.5 eV
SMILES string: CN(C#N)CCCl

Atomic partial charges in e from the Löwdin method, atoms 1 to 8: -0.034 -0.188 -0.330 0.153 -0.249 -0.570 0.592 0.061

---

Which structure wins on stability? 2 wins.

---

1.
Here is an isolated ion of composition C5H11N4OS and charge +1 from the Open Molecules 2025 dataset. Energies are from ωB97M-V/def2-TZVPD.

Structure (XYZ):
```
22
C5H11N4OS, DFT ωB97M-V/def2-TZVPD
N -1.5000 1.0393 0.8906
C -1.4565 -0.2987 1.4212
O -2.2333 -0.6678 2.2005
N -0.3763 -0.9923 0.9964
C 0.1958 -0.7533 -0.3105
N -0.4664 -1.1962 -1.5115
C 1.6682 -1.2715 -0.4037
S 2.7133 0.2993 -0.2319
C 1.3956 1.1400 0.6613
C 0.3117 0.8633 -0.3117
N -0.0767 1.5696 -1.3436
H -1.5553 1.7097 1.5562
H -2.3887 1.2483 0.5085
H -0.4913 -2.0333 1.2527
H -1.4779 -1.1630 -1.5974
H -0.2754 -2.1114 -1.5275
H 2.0130 -2.1366 0.2881
H 1.7371 -1.5665 -1.4511
H 1.5769 2.1196 0.8667
H 1.1885 0.6657 1.5820
H 0.0713 2.5122 -1.4711
H -0.5736 1.0234 -2.0642
```

Results
Gap between HOMO and LUMO: 9.51 eV
Spin multiplicity: 1
HOMO level: -13.1 eV
Charge: +1
SMILES string: NC(=O)N[C@]1(N)CSCC1=[NH2+]

Atomic partial charges in e from the Löwdin method, atoms 1 to 8: 0.187 -0.574 0.183 0.127 -0.499 0.125 -0.290 0.971

---

2.
Here is C5H11N4OS as an isolated structure from the Open Molecules 2025 dataset. Energies are from ωB97M-V/def2-TZVPD.

Structure (XYZ):
```
22
C5H11N4OS, DFT ωB97M-V/def2-TZVPD
C 0.1181 -1.4766 4.2749
C -0.0446 -0.3720 -2.0022
C 0.0136 -1.1452 -3.3156
C -1.2532 0.4513 -1.6985
C -0.3393 1.3750 0.8248
N 0.8284 0.0432 1.3402
N 1.0559 -0.6432 2.2943
N 0.2603 2.1763 0.0025
N 0.8302 -0.8189 3.4571
O 0.9281 -0.3823 -1.2568
S -1.7238 0.5284 0.1337
H -0.6844 -2.1578 3.9033
H 0.3416 -1.3386 5.2745
H 0.9550 -1.6783 -3.2784
H -0.7297 -1.9921 -3.3679
H -0.0119 -0.4595 -4.2119
H -2.1333 0.2753 -2.2291
H -0.9822 1.5482 -2.1206
H -0.6576 1.5992 1.8257
H 1.4810 -0.0489 0.5845
H 0.9815 2.6545 0.4443
H 0.7663 1.8621 -0.8788
```

Results
Gap between HOMO and LUMO: 9.38 eV
Spin multiplicity: 1
HOMO level: -12.7 eV
Charge: +1

Atomic partial charges in e from the Löwdin method, atoms 1 to 8: 0.078 -0.477 0.003 -0.336 -0.591 0.095 0.004 0.057

---

Which structure wins on stability? 1 wins.

---

1.
Here is one molecule with the formula C3H7FS2 from the Open Molecules 2025 dataset. Energies are from ωB97M-V/def2-TZVPD.

Structure (XYZ):
```
13
C3H7FS2, DFT ωB97M-V/def2-TZVPD
F -1.0339 1.9570 -0.1891
C 0.1487 1.4431 0.4769
C 0.2776 0.0551 -0.2036
S 2.0471 -0.8521 0.0615
C -0.5215 -1.0467 0.1194
S -2.3370 -1.0009 0.1706
H 0.0210 1.3981 1.6336
H 0.9914 2.1071 0.0791
H 0.3120 0.1865 -1.2502
H 2.7318 0.2282 -0.2408
H 0.1621 -1.7533 -0.5984
H -0.0907 -1.4857 1.1409
H -2.7087 -1.2365 -1.1999
```

Results
Gap between HOMO and LUMO: 9.88 eV
Spin multiplicity: 1
HOMO level: -9.3 eV
SMILES string: FC[C@@H](S)CS

Atomic partial charges in e from the Löwdin method, atoms 1 to 8: -0.123 -0.150 -0.656 0.724 -0.754 0.687 0.152 0.126

---

2.
Here is one molecule with the formula C3H7FS2 from the Open Molecules 2025 dataset. Energies are from ωB97M-V/def2-TZVPD.

Structure (XYZ):
```
13
C3H7FS2, DFT ωB97M-V/def2-TZVPD
F -0.4558 2.0983 -0.3774
C 0.3535 1.3218 0.4372
C 0.3910 -0.0654 -0.2226
S 2.0044 -0.8781 -0.1733
C -0.6747 -1.0037 0.3981
S -2.3403 -0.6244 -0.1496
H -0.0510 1.2987 1.4835
H 1.3535 1.7741 0.3817
H 0.1926 0.1453 -1.3327
H 2.6615 0.1208 -0.7888
H -0.4857 -1.9828 0.1399
H -0.5947 -0.9079 1.5261
H -2.3543 -1.2967 -1.3222
```

Results
Gap between HOMO and LUMO: 9.96 eV
Spin multiplicity: 1
HOMO level: -9.2 eV
SMILES string: FC[C@@H](S)CS

Atomic partial charges in e from the Löwdin method, atoms 1 to 8: -0.075 -0.246 -0.749 0.744 -0.621 0.723 0.134 0.103

---

Which structure wins on stability? 2 wins.

---

1.
Here is one molecule with the formula C2H5B from the Open Molecules 2025 dataset. Energies are from ωB97M-V/def2-TZVPD.

Structure (XYZ):
```
8
C2H5B, DFT ωB97M-V/def2-TZVPD
B -1.4042 0.1185 -0.0318
C 0.2885 -0.1532 0.3017
C 1.3446 0.5167 -0.2009
H -1.4462 -0.6754 -1.0206
H -2.6123 0.5502 0.2292
H 0.4697 -0.9908 0.9614
H 2.4279 0.3108 -0.1845
H 1.0219 1.3802 -0.8426
```

Results
Gap between HOMO and LUMO: 9.40 eV
Spin multiplicity: 1
HOMO level: -9.5 eV
SMILES string: BC=C

The net atomic charges from Löwdin, expressed in e, are: 0.091 -0.213 -0.081 0.013 0.028 0.050 0.056 0.057

---

2.
Here is a 2-piece molecular cluster, C2H5B overall from the Open Molecules 2025 dataset. Energies are from ωB97M-V/def2-TZVPD.

Structure (XYZ):
```
8
C2H5B, DFT ωB97M-V/def2-TZVPD
B -0.0990 0.7491 0.4096
C -0.6526 -0.5238 -0.2004
C 0.8360 -0.1165 -0.4144
H -0.6755 2.4126 2.2389
H -0.8361 -1.3964 0.4152
H -1.2834 -0.5303 -1.0778
H 1.1189 0.1350 -1.4277
H 1.5917 -0.7297 0.0565
```

Results
Gap between HOMO and LUMO (spin up / spin down): 9.56 / 8.25 eV
Spin multiplicity: 1
HOMO level (spin up / spin down): -10.0 / -8.5 eV

The net atomic charges from Löwdin, expressed in e, are: -0.115 -0.138 -0.133 0.070 0.080 0.079 0.079 0.078

---

Which structure wins on stability? 1 wins.

---

1.
Here is one molecule with the formula C3H4F2 from the Open Molecules 2025 dataset. Energies are from ωB97M-V/def2-TZVPD.

Structure (XYZ):
```
9
C3H4F2, DFT ωB97M-V/def2-TZVPD
C -0.6047 -0.3638 -0.6391
C 0.0645 0.4540 0.1153
C 1.7287 -0.0113 0.3599
F 2.3916 0.9085 -0.4077
F 2.0402 -1.2177 -0.0494
H -1.5927 -0.2200 -0.8676
H -0.0585 -1.2885 -1.1838
H -0.4149 1.3349 0.6556
H 1.9175 0.1050 1.4771
```

Results
Gap between HOMO and LUMO: 11.84 eV
Spin multiplicity: 1
HOMO level: -10.6 eV
SMILES string: C=CC(F)F

Atomic partial charges in e from the Löwdin method, atoms 1 to 8: -0.044 -0.073 -0.379 0.018 0.078 0.015 0.123 0.112

---

2.
Here is C3H4F2 as an isolated structure from the Open Molecules 2025 dataset. Energies are from ωB97M-V/def2-TZVPD.

Structure (XYZ):
```
9
C3H4F2, DFT ωB97M-V/def2-TZVPD
C 2.1196 0.1648 0.2138
C 0.5049 0.1488 0.7027
C -0.5304 0.0366 -0.1459
H 2.3988 -1.1928 0.5223
H 1.9802 0.4310 -1.1857
H 2.6962 1.1263 1.0903
H 0.1968 0.7104 1.5057
F -0.6010 -0.7974 -1.2472
F -1.6030 0.4446 0.5187
```

Results
Gap between HOMO and LUMO: 9.76 eV
Spin multiplicity: 1
HOMO level: -9.5 eV

Atomic partial charges in e from the Löwdin method, atoms 1 to 8: -0.157 -0.138 -0.357 0.141 0.158 0.149 0.056 0.070

---

3.
Here is C3H4F2 as an isolated structure from the Open Molecules 2025 dataset. Energies are from ωB97M-V/def2-TZVPD.

Structure (XYZ):
```
9
C3H4F2, DFT ωB97M-V/def2-TZVPD
C -1.0682 0.1924 0.0338
C 0.1253 -0.6866 -0.1614
C 1.2742 0.0750 -0.1822
H -1.3341 0.4775 1.4022
H -0.5176 1.1862 -0.5378
H -2.2377 -0.2270 -0.3940
H 0.0542 -1.8933 -0.2043
F 1.3387 1.3836 -0.0633
F 2.3651 -0.5077 0.1070
```

Results
Gap between HOMO and LUMO: 9.85 eV
Spin multiplicity: 1
HOMO level: -8.9 eV

Atomic partial charges in e from the Löwdin method, atoms 1 to 8: -0.194 -0.162 -0.479 0.159 0.120 0.126 0.157 0.116

---

Which structure wins on stability? 1 wins.